Here is a molecular structure, C3H9O2PSi from the OMol25 dataset. Energies are from ωB97M-V/def2-TZVPD.

Structure (XYZ):
```
16
Properties=species:S:1:pos:R:3:forces:R:3:lowdin_charge:R:1
C -0.7244 -1.6077 0.0859 -0.05 -0.45 -1.13 -0.189
C -0.7175 1.1301 -1.1738 -0.47 1.39 1.11 -0.230
C 1.6456 0.3000 0.8203 -2.66 1.00 -1.54 -0.162
O 0.3102 -0.1660 -4.6301 -2.61 -2.70 -3.63 -0.404
O 1.2060 -0.7629 -1.8654 0.90 1.38 -4.30 -0.470
Si 0.4488 -0.2695 -0.5688 -1.59 0.85 1.72 0.213
P 0.9994 0.5797 -3.6901 2.88 0.57 6.38 1.075
H -1.7285 -1.2411 0.3131 0.22 0.35 0.47 0.010
H -0.9821 -2.2730 -0.8316 1.00 0.41 1.80 0.060
H -0.2501 -2.0545 0.9967 -0.70 -0.35 -1.02 0.031
H -0.2166 1.8819 -1.7583 0.90 0.47 -0.60 -0.042
H -1.5102 0.8165 -1.8275 -0.45 -0.80 -0.39 0.014
H -1.2624 1.8564 -0.5018 0.57 -1.09 0.08 0.051
H 0.9888 0.4577 1.6967 0.79 0.64 -0.25 0.040
H 2.3047 -0.4575 1.0083 1.63 -2.31 0.69 -0.023
H 2.2664 1.0875 0.3934 -0.36 0.64 0.62 0.025
```
Positions in Å, forces in eV/Å.

## Properties
E_HOMO: -9.417 eV
LUMO: -1.52 eV
gap between HOMO and LUMO: 7.90 eV
energy relative to the best compared isomer or geometry (same formula, charge and spin): 78.4 kcal/mol
total charge: 0